(1)
A cluster of 2 separate species, CH2NO3S in total at a distorted geometry, computed with wB97M-V/def2-TZVPD.

Each line ends with the Mulliken charge.
Atoms and positions in Å:
C1 -1.48288 0.00893 -0.31708  0.00
N1 -1.10940 1.24975 -0.80186  -0.76
O1 2.79577 0.67067 0.92108  -0.45
O2 1.85030 -1.49095 0.48415  -0.50
O3 -0.38932 0.64352 0.27375  -0.32
S1 1.98090 -0.09395 0.05344  0.69
H1 -2.38833 0.01454 0.25930  0.20
H2 -1.25703 -1.00252 -0.87278  0.13

Summary:
2S+1: 1
molecular weight: 108.10 g mol⁻¹
Kohn-Sham gap (spin up / spin down): 5.51 / 5.51 eV
energy relative to the best compared isomer or geometry (same formula, charge and spin): 113.47 kcal/mol
net charge: -1
E_HOMO (spin up / spin down): -1.782 / -1.786 eV
LUMO (spin up / spin down): 3.724 / 3.724 eV

---

(2)
The ion CH2NO3S2 with charge -1 at a distorted geometry, computed with wB97M-V/def2-TZVPD.

Each line ends with the Mulliken charge.
Atoms and positions in Å:
C1 0.40112 1.60417 -0.46835  0.41
N1 0.29545 0.29596 -0.88387  -0.27
O1 -2.58579 1.08731 -2.36253  -0.50
O2 -2.33874 0.12994 -0.10077  -0.60
O3 -0.81885 2.23149 -0.37932  -0.51
S1 1.91914 2.23943 -0.15069  -0.48
S2 -2.53628 1.35416 -0.91559  0.61
H1 -0.64905 0.04439 -0.96104  0.14
H2 1.07443 -0.32919 -0.85206  0.20

Summary:
2S+1: 1
molecular weight: 140.17 g mol⁻¹
Kohn-Sham gap: 8.07 eV
energy relative to the best compared isomer or geometry (same formula, charge and spin): 0.00 kcal/mol
net charge: -1
E_HOMO: -4.466 eV
LUMO: 3.607 eV

---

(3)
The ion CH2NO4 with charge +1 at a distorted geometry, computed with wB97M-V/def2-TZVPD.

Each line ends with the Mulliken charge.
Atoms and positions in Å:
C1 -0.08189 0.15647 0.09334  0.10
N1 -3.94101 0.03269 -0.01416  1.21
O1 -4.20575 1.13112 0.11058  -0.32
O2 -4.37133 -1.02816 -0.15422  -0.33
O3 -2.34453 -0.39748 0.04944  -0.28
O4 -1.20529 0.61726 0.12665  0.00
H1 0.26545 -0.84329 -0.07766  0.32
H2 0.86102 0.69504 0.04018  0.31

Summary:
2S+1: 1
molecular weight: 92.03 g mol⁻¹
Kohn-Sham gap: 11.47 eV
energy relative to the best compared isomer or geometry (same formula, charge and spin): 99.86 kcal/mol
net charge: +1
E_HOMO: -17.990 eV
LUMO: -6.517 eV

---

(4)
A cluster of 2 separate species, CH2NO5P in total at a distorted geometry, computed with wB97M-V/def2-TZVPD.

Each line ends with the Mulliken charge.
Atoms and positions in Å:
C1 0.52496 -0.22366 0.44921  0.19
N1 -1.55616 -1.29092 -2.39293  -0.04
O1 2.31432 1.71550 0.99254  -0.80
O2 -0.05648 2.54595 0.79118  -0.80
O3 0.79641 -1.28319 0.90758  -0.45
O4 0.60408 1.11236 2.77807  -0.77
O5 -0.94665 -2.32332 -2.69166  -0.29
P1 0.85733 1.51230 1.34926  0.79
H1 -2.29612 -1.60350 -1.67587  0.20
H2 -0.24170 -0.16151 -0.50740  -0.03

Summary:
2S+1: 1
molecular weight: 139.00 g mol⁻¹
Kohn-Sham gap (spin up / spin down): 4.58 / 4.61 eV
energy relative to the best compared isomer or geometry (same formula, charge and spin): 88.21 kcal/mol
net charge: -2
E_HOMO (spin up / spin down): 0.547 / 0.546 eV
LUMO (spin up / spin down): 5.130 / 5.160 eV

---

(5)
A cluster of 2 separate species, CH2NP in total at a distorted geometry, computed with wB97M-V/def2-TZVPD.

Each line ends with the Mulliken charge.
Atoms and positions in Å:
C1 0.92594 -0.92287 0.65481  -0.12
N1 0.40342 -0.22688 -0.05885  -0.19
P1 -1.42427 1.11411 -1.63955  0.00
H1 -1.36709 1.64212 -0.20711  0.02
H2 1.46200 -1.60648 1.25070  0.29

Summary:
2S+1: 1
molecular weight: 59.01 g mol⁻¹
Kohn-Sham gap (spin up / spin down): 7.31 / 7.32 eV
energy relative to the best compared isomer or geometry (same formula, charge and spin): 67.48 kcal/mol
E_HOMO (spin up / spin down): -7.914 / -7.894 eV
LUMO (spin up / spin down): -0.602 / -0.573 eV

---

(6)
A cluster of 2 separate species, CH2NP in total, computed with wB97M-V/def2-TZVPD.

Each line ends with the Mulliken charge.
Atoms and positions in Å:
C1 -0.03638 1.03924 1.12568  -0.06
N1 -0.26785 0.44179 0.18435  -0.25
P1 -0.10079 -1.05855 -2.15453  0.01
H1 0.21204 -1.99611 -1.16829  0.02
H2 0.19298 1.57364 2.01279  0.28

Summary:
2S+1: 3
molecular weight: 59.01 g mol⁻¹
Kohn-Sham gap (spin up / spin down): 8.84 / 10.14 eV
energy relative to the best compared isomer or geometry (same formula, charge and spin): 0.00 kcal/mol
⟨S²⟩: 2.00
E_HOMO (spin up / spin down): -7.941 / -10.584 eV
LUMO (spin up / spin down): 0.899 / -0.443 eV

---

(7)
The molecule CH2O at a distorted geometry, computed with wB97M-V/def2-TZVPD.

Each line ends with the Mulliken charge.
Atoms and positions in Å:
C1 -0.03275 0.03533 0.03840  -0.03
H1 0.15178 0.68130 0.88580  0.24
H2 -0.33193 -1.00423 0.24816  0.21
O1 0.21289 0.28759 -1.17235  -0.41

Summary:
2S+1: 1
molecular weight: 30.03 g mol⁻¹
Kohn-Sham gap: 10.87 eV
energy relative to the best compared isomer or geometry (same formula, charge and spin): 4.78 kcal/mol
SMILES: C=O
E_HOMO: -10.382 eV
LUMO: 0.490 eV

---

(8)
The molecule CH2O2S at a distorted geometry, computed with wB97M-V/def2-TZVPD.

Each line ends with the Mulliken charge.
Atoms and positions in Å:
C1 0.81762 1.16288 -0.08427  -0.33
O1 -0.35016 0.70604 -1.01048  -0.24
O2 -0.38801 -1.72891 0.22368  -0.42
S1 0.58304 -0.52268 -0.51126  0.46
H1 0.30860 1.54080 0.73230  0.21
H2 -0.97110 -1.15814 0.65003  0.32

Summary:
2S+1: 1
molecular weight: 78.09 g mol⁻¹
Kohn-Sham gap: 8.88 eV
energy relative to the best compared isomer or geometry (same formula, charge and spin): 127.08 kcal/mol
E_HOMO: -8.754 eV
LUMO: 0.129 eV